[1]
DFT (ωB97M-V/def2-TZVPD) results for C29H26As2BBr2CrNO11 as an isolated structure.

Properties
⟨S²⟩: 6.1084
highest occupied orbital energy (alpha / beta): -7.60 / -7.76 eV
2S+1: 5
lowest unoccupied orbital energy (alpha / beta): -0.96 / -1.41 eV
charge: 0
Kohn-Sham gap (alpha / beta): 6.635 / 6.348 eV

Geometry (Å):
Cr -6.342 4.930 18.415
Br -3.039 5.486 21.860
C -4.392 6.681 21.305
C -4.836 7.793 22.053
C -5.806 8.630 21.579
Br -6.430 9.970 22.697
C -6.388 8.400 20.308
C -7.480 9.162 19.782
C -8.017 8.850 18.572
C -7.503 7.723 17.882
N -6.546 6.973 18.402
C -5.941 7.305 19.590
C -4.963 6.391 20.078
O -4.725 5.322 19.360
H -4.438 7.962 23.046
H -7.865 10.003 20.374
H -8.845 9.392 18.167
H -7.963 7.391 16.975
O -4.153 4.000 15.867
B -5.244 4.010 16.750
O -5.798 2.721 16.858
C -4.973 1.884 16.137
C -5.067 0.528 16.033
C -4.144 -0.088 15.223
C -3.137 0.632 14.627
C -3.019 2.016 14.774
C -3.970 2.657 15.542
H -5.804 0.011 16.611
H -4.185 -1.157 15.113
H -2.381 0.123 14.044
H -2.202 2.546 14.312
C -11.184 6.240 15.129
O -10.323 5.664 16.113
C -10.835 5.614 17.383
O -11.899 6.123 17.622
C -9.874 5.013 18.302
C -10.022 4.907 19.718
As -11.212 3.411 20.182
C -12.208 3.088 18.534
C -9.715 2.104 19.765
C -8.720 2.294 18.881
As -8.510 3.837 17.679
C -8.947 3.003 15.971
C -7.623 1.231 18.700
O -7.742 0.358 17.903
O -6.483 1.383 19.354
C -6.280 2.218 20.493
C -9.698 0.868 20.622
O -8.699 0.305 20.983
O -10.922 0.453 20.917
C -10.977 -0.711 21.760
C -8.821 4.943 20.503
O -7.638 4.993 20.065
O -8.841 4.858 21.830
C -10.007 5.123 22.581
H -10.610 6.176 14.208
H -11.411 7.280 15.381
H -12.127 5.710 15.084
H -12.992 3.848 18.430
H -12.625 2.100 18.673
H -11.584 3.136 17.643
H -10.015 2.797 15.983
H -8.395 2.064 15.958
H -8.677 3.683 15.148
H -6.086 1.536 21.344
H -7.167 2.820 20.733
H -5.431 2.885 20.283
H -12.041 -0.891 21.919
H -10.482 -0.490 22.711
H -10.499 -1.556 21.264
H -9.709 5.686 23.459
H -10.491 4.193 22.870
H -10.743 5.701 22.003

---

[2]
DFT (ωB97M-V/def2-TZVPD) results for C37H34BBrN13O3Y as an isolated structure.

Properties
⟨S²⟩: 0.7898
highest occupied orbital energy (alpha / beta): -11.09 / -11.17 eV
2S+1: 2
lowest unoccupied orbital energy (alpha / beta): -3.30 / -5.38 eV
charge: +1
Kohn-Sham gap (alpha / beta): 7.789 / 5.790 eV

Geometry (Å):
Y -0.106 0.268 -0.120
C -3.658 1.716 -0.461
C -2.990 1.948 0.855
C -3.552 2.544 1.992
C -2.533 2.579 2.914
N -1.433 2.040 2.358
N -1.714 1.636 1.091
B -0.076 1.825 3.078
N 1.096 2.333 2.195
C 2.194 3.009 2.575
C 3.010 3.172 1.476
C 2.334 2.542 0.427
C 2.753 2.427 -1.000
N 1.186 2.028 0.875
N 0.132 0.295 3.295
C 0.437 -0.425 4.386
C 0.582 -1.746 4.011
C 0.348 -1.756 2.633
C 0.388 -2.921 1.696
N 0.083 -0.519 2.208
N -0.103 2.615 4.369
C -0.063 3.968 4.478
C -0.487 4.307 5.734
C -0.797 3.071 6.351
C -1.298 2.829 7.736
N -0.579 2.066 5.522
H -4.735 1.640 -0.319
H -3.297 0.819 -0.960
H -3.456 2.549 -1.136
H -4.557 2.909 2.107
H -2.510 2.953 3.925
H 2.320 3.328 3.595
H 3.955 3.686 1.434
H 3.819 2.629 -1.091
H 2.206 3.135 -1.623
H 2.558 1.431 -1.404
H 0.491 0.059 5.345
H 0.810 -2.583 4.648
H -0.168 -3.761 2.111
H 1.417 -3.254 1.541
H -0.045 -2.682 0.724
H 0.245 4.586 3.650
H -0.560 5.294 6.156
H -0.590 3.200 8.477
H -1.445 1.763 7.896
H -2.246 3.342 7.901
O 6.149 -4.273 -2.535
N 5.578 -4.002 -1.504
O 5.933 -4.343 -0.393
C 4.327 -3.226 -1.606
C 3.592 -3.422 -2.715
C 2.324 -2.780 -2.863
C 1.512 -2.959 -3.998
C 0.304 -2.321 -4.059
C -0.098 -1.523 -2.980
N 0.649 -1.334 -1.907
C 1.857 -1.942 -1.849
C 2.690 -1.680 -0.698
N 2.224 -0.784 0.198
C 2.966 -0.504 1.254
C 4.215 -1.087 1.477
C 4.702 -1.998 0.577
C 3.928 -2.327 -0.553
H 3.960 -4.085 -3.487
H 1.857 -3.587 -4.810
H -0.337 -2.415 -4.923
H -1.050 -1.014 -3.000
H 2.566 0.211 1.962
H 4.783 -0.811 2.353
H 5.664 -2.459 0.735
O -1.939 -1.182 -0.121
C -2.964 -1.535 0.512
C -3.132 -1.175 1.900
C -4.266 -1.484 2.576
C -5.305 -2.188 1.923
C -5.176 -2.581 0.608
C -4.031 -2.294 -0.136
C -3.916 -2.744 -1.500
N -2.817 -2.828 -2.242
C -3.203 -3.381 -3.419
C -4.553 -3.629 -3.418
N -4.992 -3.230 -2.200
H -2.319 -0.634 2.361
H -4.382 -1.191 3.610
H -6.205 -2.442 2.466
H -5.981 -3.158 0.173
H -2.500 -3.575 -4.212
H -5.214 -4.035 -4.163
H -5.953 -3.239 -1.904
Br -0.632 1.805 -2.306

---

[3]
DFT (ωB97M-V/def2-TZVPD) results for a 5-piece molecular cluster, C2H12O5 overall.

Properties
SMILES: C=CO.O.O.O.O
highest occupied orbital energy: -9.84 eV
2S+1: 1
lowest unoccupied orbital energy: 0.23 eV
charge: 0
Kohn-Sham gap: 10.076 eV

Geometry (Å):
C 0.624 0.148 1.657
C 0.453 -1.002 0.975
O 0.668 -2.339 1.371
H 0.437 1.225 1.170
H 0.783 0.078 2.678
H 0.672 -1.242 -0.094
H 0.454 -2.314 2.313
O -2.511 -0.344 0.964
H -2.636 0.615 0.756
H -1.490 -0.444 1.036
O 1.363 2.344 -0.295
H 1.246 1.382 -0.144
H 2.110 2.408 -0.982
O 0.833 -1.250 -1.919
H 0.774 -0.983 -2.888
H 0.148 -1.985 -1.966
O -1.493 1.498 -1.852
H -0.836 1.663 -1.168
H -1.597 0.539 -1.612

---

[4]
DFT (ωB97M-V/def2-TZVPD) results for a 2-piece molecular cluster, C4H10NO2 overall.

Properties
highest occupied orbital energy: -13.44 eV
2S+1: 1
lowest unoccupied orbital energy: -3.43 eV
charge: +1
Kohn-Sham gap: 10.014 eV

Geometry (Å):
O 1.101 0.385 2.221
C 0.290 -0.383 2.653
C -0.835 -0.894 1.776
N -0.766 -0.198 0.466
H 0.307 -0.772 3.682
H -0.704 -1.962 1.608
H -1.810 -0.735 2.236
H -1.340 -0.659 -0.244
H -1.029 0.788 0.479
H 0.176 -0.252 0.050
C 0.826 -0.323 -2.390
C 0.839 0.956 -2.051
O -0.257 1.610 -1.533
H 1.709 -0.727 -2.859
H -0.016 -0.970 -2.189
H 1.711 1.588 -2.161
H -0.202 2.548 -1.745

---

In eV Å⁻¹, the max |F| values for the records above are, in order, 1.6 0.2 4.2 0.8.
In Eh, the total energy values for the records above are, in order, -12691.97767 -5005.22034 -459.49790 -363.35495.
In eV, the relative energy (zero: lowest compared OMol25 entry of this formula, charge and spin) values for the records above are, in order, 0.000 0.040 2.608 2.196.